[1]
Entry from OMol25: 7 unconnected molecules or ions with the total composition C48H88O15S in a non-equilibrium geometry (ωB97M-V/def2-TZVPD).

Structure (XYZ):
```
152
C48H88O15S (ωB97M-V/def2-TZVPD)
C 5.247 0.088 2.488
C 5.603 -0.954 1.306
C 4.317 -1.481 0.506
C 4.519 -1.402 -1.073
C 3.171 -1.800 -1.820
C 3.316 -2.065 -3.388
C 4.243 -1.036 -4.174
C 3.492 0.250 -4.743
C 2.848 1.200 -3.629
C 3.560 2.654 -3.562
C 3.175 3.456 -2.206
C 1.602 3.245 -2.000
C 0.907 4.341 -1.058
C -0.292 5.019 -1.862
C -1.565 4.096 -2.053
C -2.761 4.457 -1.380
C -4.051 3.557 -1.608
O -5.150 4.146 -1.604
C -3.853 2.015 -1.864
C -4.953 0.926 -1.427
O -4.427 -0.067 -0.533
C -4.769 -1.408 -0.932
C -6.350 -1.669 -1.091
C -6.606 -1.904 -2.685
C -2.659 1.639 -2.532
S -2.186 -0.085 -2.934
C -1.653 2.815 -2.964
O -1.038 2.633 -4.026
H 5.895 1.027 2.365
H 4.160 0.429 2.474
H 5.475 -0.348 3.524
H 6.163 -1.815 1.787
H 6.291 -0.400 0.594
H 4.157 -2.574 0.767
H 3.411 -0.867 0.827
H 5.433 -1.982 -1.448
H 4.735 -0.308 -1.361
H 2.832 -2.799 -1.359
H 2.317 -1.074 -1.620
H 2.252 -2.007 -3.822
H 3.657 -3.134 -3.573
H 4.646 -1.602 -5.090
H 5.157 -0.677 -3.608
H 4.173 0.840 -5.455
H 2.643 -0.137 -5.415
H 2.921 0.788 -2.568
H 1.737 1.295 -3.897
H 3.328 3.245 -4.500
H 4.693 2.456 -3.548
H 3.430 4.553 -2.415
H 3.802 3.124 -1.320
H 1.135 3.351 -3.038
H 1.425 2.229 -1.528
H 1.685 5.167 -0.891
H 0.602 3.901 -0.060
H -0.637 5.917 -1.234
H 0.034 5.420 -2.876
H -2.790 5.383 -0.727
H -5.801 1.455 -0.863
H -5.392 0.524 -2.391
H -4.430 -2.087 -0.070
H -4.166 -1.776 -1.837
H -6.695 -2.636 -0.585
H -6.958 -0.783 -0.724
H -5.698 -1.584 -3.311
H -7.440 -1.183 -3.003
H -6.834 -2.982 -2.942
H -3.189 -0.606 -3.733
C 3.867 -7.340 -5.626
C 5.187 -6.685 -5.274
O 5.012 -5.675 -4.271
C 4.975 -5.919 -2.949
C 4.839 -7.337 -2.469
O 4.977 -5.000 -2.168
H 3.428 -7.848 -4.765
H 4.001 -8.070 -6.426
H 3.145 -6.589 -5.952
H 5.950 -7.407 -4.972
H 5.579 -6.173 -6.156
H 3.785 -7.550 -2.281
H 5.399 -7.441 -1.538
H 5.243 -8.078 -3.155
C 5.453 9.263 -3.041
C 5.660 7.861 -3.576
O 4.488 7.057 -3.385
C 3.438 7.039 -4.225
C 3.329 8.098 -5.287
O 2.560 6.223 -4.073
H 4.649 9.781 -3.568
H 6.367 9.853 -3.143
H 5.170 9.231 -1.987
H 5.976 7.850 -4.622
H 6.457 7.375 -3.009
H 2.698 8.908 -4.918
H 2.867 7.654 -6.170
H 4.287 8.500 -5.610
C -3.159 0.936 1.958
C -1.829 1.598 2.256
O -1.972 2.628 3.247
C -1.968 2.405 4.571
C -2.090 0.995 5.076
O -1.940 3.338 5.341
H -3.571 0.443 2.842
H -3.049 0.193 1.169
H -3.892 1.681 1.640
H -1.057 0.881 2.548
H -1.464 2.093 1.353
H -3.137 0.786 5.298
H -1.500 0.903 5.990
H -1.708 0.245 4.387
C 6.472 -5.191 6.286
C 7.046 -4.281 5.219
O 6.222 -3.123 5.029
C 6.296 -2.010 5.778
C 7.084 -2.039 7.059
O 5.675 -1.025 5.457
H 6.427 -4.694 7.257
H 7.077 -6.094 6.387
H 5.450 -5.478 6.031
H 8.081 -3.995 5.420
H 7.053 -4.810 4.263
H 6.407 -2.247 7.888
H 7.541 -1.058 7.204
H 7.897 -2.761 7.061
C -5.734 -1.438 8.695
C -6.209 -2.142 7.440
O -5.525 -1.647 6.280
C -4.323 -2.085 5.868
C -3.500 -2.945 6.787
O -3.886 -1.728 4.800
H -4.672 -1.615 8.879
H -6.297 -1.783 9.565
H -5.863 -0.358 8.598
H -6.127 -3.229 7.508
H -7.268 -1.922 7.285
H -2.800 -2.312 7.333
H -2.942 -3.661 6.181
H -4.089 -3.530 7.490
C -10.660 0.554 1.243
C -10.419 0.564 -0.253
O -9.823 -0.666 -0.688
C -10.514 -1.785 -0.978
C -11.963 -1.872 -0.585
O -9.954 -2.730 -1.481
H -11.357 -0.235 1.534
H -11.065 1.513 1.574
H -9.727 0.363 1.777
H -11.324 0.783 -0.824
H -9.703 1.352 -0.495
H -12.040 -2.376 0.378
H -12.491 -2.455 -1.341
H -12.466 -0.908 -0.534
```

Gap between HOMO and LUMO, Ha: 0.3017
HOMO, eV: -8.87
Total energy, eV: -92744.7050
Net charge: 0
SMILES: CCCCCCCCCCCCCCC1=CC(=O)C(COCCC)=C(S)C1=O.CCOC(C)=O.CCOC(C)=O.CCOC(C)=O.CCOC(C)=O.CCOC(C)=O.CCOC(C)=O

---

[2]
Entry from OMol25: a molecular structure, C37H79F4N2O29P4 in a non-equilibrium geometry (ωB97M-V/def2-TZVPD).

Structure (XYZ):
```
155
C37H79F4N2O29P4 (ωB97M-V/def2-TZVPD)
C -3.093 1.481 -1.240
C -2.808 0.080 -0.728
C -1.588 -0.090 0.177
C -0.198 0.294 -0.402
N 0.924 0.332 0.669
C 1.430 -1.036 1.018
C 3.013 -0.879 0.806
C 3.424 0.604 0.670
C 2.137 1.030 0.000
C 0.470 1.126 1.826
H -3.485 2.077 -0.417
H -3.929 1.500 -1.939
H -2.298 2.029 -1.747
H -2.697 -0.718 -1.463
H -3.692 -0.181 -0.146
H -1.643 -1.115 0.546
H -1.971 0.532 0.986
H -0.248 1.313 -0.787
H 0.117 -0.336 -1.234
H 1.257 -1.369 2.041
H 1.040 -1.817 0.366
H 3.375 -1.438 1.668
H 3.322 -1.594 0.043
H 3.501 1.093 1.641
H 4.309 0.741 0.048
H 2.112 2.101 -0.204
H 2.206 0.589 -0.995
H -0.327 0.699 2.435
H 0.178 2.059 1.344
H 1.333 1.106 2.491
C -2.381 3.898 -2.145
C -3.640 3.334 -2.721
C -4.886 4.081 -2.326
O -4.716 5.437 -2.676
C -5.759 6.291 -2.260
N -3.631 3.406 -4.243
H -2.560 4.079 -1.085
H -1.984 4.743 -2.709
H -1.629 3.113 -2.232
H -3.823 2.290 -2.464
H -5.109 3.974 -1.264
H -5.755 3.692 -2.857
H -5.702 7.259 -2.759
H -5.920 6.377 -1.186
H -6.685 5.906 -2.687
H -3.985 4.337 -4.409
H -2.683 3.486 -4.582
C 4.007 -0.327 -5.056
O 3.165 -0.265 -3.854
P 2.257 1.003 -3.525
O 2.424 2.193 -4.363
O 0.795 0.378 -3.142
C -0.354 1.215 -3.123
O 2.823 1.200 -1.964
C 4.148 1.692 -1.745
H 3.933 -1.322 -5.496
H 5.089 -0.298 -4.930
H 3.675 0.302 -5.882
H -0.958 0.913 -3.979
H 0.075 2.170 -3.427
H -0.825 1.143 -2.143
H 4.751 1.304 -2.566
H 4.645 1.210 -0.903
H 4.133 2.781 -1.716
C -0.799 -4.345 -3.109
O 0.270 -4.646 -2.298
P 0.664 -3.767 -0.947
O 0.326 -2.293 -1.115
O -0.071 -4.635 0.230
C -0.057 -4.311 1.588
O 2.233 -4.135 -0.605
C 3.363 -3.228 -0.773
H -1.749 -4.313 -2.576
H -0.868 -5.238 -3.731
H -0.904 -3.492 -3.779
H -1.125 -4.361 1.799
H 0.265 -3.292 1.802
H 0.380 -5.010 2.301
H 4.299 -3.754 -0.959
H 3.459 -2.745 0.200
H 3.200 -2.609 -1.655
C 3.635 -0.240 5.403
O 2.997 -1.239 4.667
P 3.673 -1.527 3.194
O 4.219 -0.288 2.620
O 2.438 -2.253 2.392
C 1.862 -3.499 2.899
O 4.612 -2.829 3.408
C 5.919 -2.797 4.007
H 2.904 -0.053 6.189
H 3.876 0.728 4.965
H 4.478 -0.732 5.889
H 1.059 -3.773 2.215
H 1.385 -3.133 3.809
H 2.639 -4.223 3.140
H 6.022 -2.091 4.832
H 6.655 -2.498 3.261
H 6.243 -3.775 4.361
C 0.828 -0.180 4.785
O 0.576 -1.538 4.514
P -0.560 -1.800 3.379
O -0.344 -1.032 2.104
O -1.938 -1.433 4.188
C -3.065 -1.005 3.435
O -0.453 -3.387 3.141
C -0.774 -4.328 4.144
H 1.825 -0.022 5.197
H 0.170 0.369 5.459
H 0.797 0.444 3.892
H -2.912 -0.710 2.396
H -3.293 -0.014 3.828
H -3.874 -1.727 3.534
H -0.985 -3.746 5.041
H 0.020 -4.995 4.480
H -1.569 -5.016 3.857
C -5.622 1.254 0.787
C -6.435 -0.046 0.695
O -5.568 -1.059 1.043
C -4.353 -0.546 1.376
O -3.350 -1.199 1.560
O -4.424 0.816 1.365
F -6.958 -0.189 -0.572
H -5.981 1.960 1.536
H -5.508 1.741 -0.181
H -7.275 0.180 1.352
C -3.698 -1.352 -2.740
C -3.972 -2.358 -1.651
O -5.271 -2.792 -1.824
C -5.924 -1.859 -2.508
O -7.152 -1.858 -2.787
O -5.024 -0.930 -2.912
F -3.677 -1.855 -0.477
H -3.402 -1.677 -3.737
H -3.151 -0.511 -2.313
H -3.340 -3.231 -1.816
C 5.867 -0.754 1.417
C 6.685 -0.109 0.319
O 5.615 0.266 -0.560
C 4.638 -0.652 -0.531
O 3.756 -0.823 -1.386
O 4.669 -1.209 0.707
F 7.445 -0.981 -0.225
H 5.474 -0.005 2.105
H 6.364 -1.556 1.964
H 7.267 0.712 0.737
C -0.200 5.821 -1.361
C 0.567 5.209 -2.517
O 0.551 3.884 -2.241
C -0.133 3.554 -1.117
O -0.321 2.388 -0.714
O -0.418 4.714 -0.621
F 1.816 5.840 -2.279
H -1.066 6.372 -1.728
H 0.237 6.596 -0.731
H 0.218 5.556 -3.490
```

Gap between HOMO and LUMO, Ha: 0.3007
HOMO, eV: -9.72
Total energy, eV: -149980.2039
Net charge: +1

---

[3]
Entry from OMol25: 2 unconnected molecules or ions with the total composition CH4ClN2 in a non-equilibrium geometry (ωB97M-V/def2-TZVPD).

Structure (XYZ):
```
8
CH4ClN2 (ωB97M-V/def2-TZVPD)
C 0.774 0.169 0.135
N -1.245 -1.278 0.118
N 0.350 1.357 -0.142
Cl 2.194 -0.334 0.362
H -1.011 -2.058 0.865
H -1.045 -1.670 -0.756
H -0.677 1.604 -0.041
H 0.661 2.211 -0.540
```

Gap between HOMO and LUMO, Ha: 0.2940
HOMO, eV: -15.09
Total energy, eV: -16591.9652
Net charge: +1

---

[4]
Entry from OMol25: a single C5H5NO2 molecule in a non-equilibrium geometry (ωB97M-V/def2-TZVPD).

Structure (XYZ):
```
13
C5H5NO2 (ωB97M-V/def2-TZVPD)
N 3.357 -0.121 0.095
C 2.216 -0.257 0.080
C 0.785 -0.398 -0.023
C 0.021 -1.465 -0.321
O -1.279 -1.182 -0.253
C -1.475 0.111 0.438
C -0.131 0.791 0.353
O -0.071 1.772 -0.613
H 0.442 -2.394 -0.846
H -2.230 0.615 -0.157
H -1.905 -0.048 1.428
H 0.124 1.346 1.301
H 0.146 1.229 -1.482
```

Gap between HOMO and LUMO, Ha: 0.3691
HOMO, eV: -9.56
Total energy, eV: -10849.2031
Net charge: 0
SMILES: N#CC1=COC[C@@H]1O

---

What did the third record say?
Entry from OMol25: 2 unconnected molecules or ions with the total composition CH4ClN2 in a non-equilibrium geometry (ωB97M-V/def2-TZVPD).

Structure (XYZ):
```
8
CH4ClN2 (ωB97M-V/def2-TZVPD)
C 0.774 0.169 0.135
N -1.245 -1.278 0.118
N 0.350 1.357 -0.142
Cl 2.194 -0.334 0.362
H -1.011 -2.058 0.865
H -1.045 -1.670 -0.756
H -0.677 1.604 -0.041
H 0.661 2.211 -0.540
```

Gap between HOMO and LUMO, Ha: 0.2940
HOMO, eV: -15.09
Total energy, eV: -16591.9652
Net charge: +1